Entry 1:
Below is a cluster of 4 separate species, C9H23N4O7 in total, with properties calculated with wB97M-V/def2-TZVPD.

## Properties
E_LUMO	1.0	eV
net charge	-1
E_tot	-29987.6488	eV

CARTESIAN COORDINATES (ANGSTROEM)
C1 1.02 3.37 2.09
C2 2.02 2.40 1.45
O1 3.31 2.77 1.83
N1 4.30 2.10 0.95
C3 4.53 3.05 -0.10
C4 4.98 2.39 -1.43
C5 4.65 3.30 -2.61
C6 4.38 1.00 -1.64
H1 0.46 2.92 2.92
H2 0.28 3.72 1.37
H3 1.56 4.24 2.47
H4 1.93 2.41 0.36
H5 1.80 1.36 1.76
H6 3.62 3.65 -0.31
H7 5.33 3.82 0.12
H8 6.07 2.29 -1.40
H9 5.13 4.28 -2.50
H10 3.57 3.47 -2.66
H11 4.97 2.88 -3.57
H12 3.29 1.06 -1.65
H13 4.64 0.34 -0.81
H14 4.72 0.57 -2.59
C7 -0.65 -1.37 3.20
N2 -0.16 -0.83 1.90
O2 0.92 -1.22 1.50
O3 -0.88 -0.04 1.33
H15 0.10 -2.05 3.58
H16 -0.81 -0.52 3.86
H17 -1.59 -1.87 3.00
C8 -4.34 -3.84 0.95
N3 -3.73 -3.19 2.14
O4 -3.13 -3.88 2.94
O5 -3.86 -1.98 2.22
H18 -4.14 -4.90 1.01
H19 -5.40 -3.61 0.96
H20 -3.88 -3.39 0.08
C9 -6.46 -3.43 -3.90
N4 -6.42 -3.65 -2.43
O6 -7.46 -3.55 -1.81
O7 -5.33 -3.90 -1.94
H21 -7.48 -3.22 -4.18
H22 -5.78 -2.61 -4.12
H23 -6.08 -4.34 -4.36

***

Entry 2:
Below is a cluster of 2 separate species, C9H19B in total at a distorted geometry, with properties calculated with wB97M-V/def2-TZVPD.

## Properties
E_LUMO	0.6	eV
E_tot	-10313.6418	eV
ΔE to the lowest compared entry with this formula, charge and spin	38.9	kcal/mol

CARTESIAN COORDINATES (ANGSTROEM)
B1 0.06 1.17 -0.66
C1 1.32 0.68 -0.77
C2 1.65 -0.47 -1.66
C3 0.45 -0.77 -2.66
C4 -1.99 2.60 -1.52
C5 -2.40 0.62 0.08
C6 1.59 -0.48 3.04
C7 1.05 -2.95 2.59
C8 -1.39 1.75 -0.42
C9 1.05 -1.67 2.17
H1 2.14 1.03 -0.10
H2 2.56 -0.25 -2.28
H3 0.25 0.02 -3.29
H4 -0.43 -1.14 -2.24
H5 0.75 -1.46 -3.48
H6 -2.80 3.16 -1.22
H7 -2.46 1.98 -2.19
H8 -1.27 3.19 -2.02
H9 -1.90 -0.30 0.47
H10 -3.00 0.95 0.91
H11 -2.97 0.29 -0.78
H12 2.04 0.23 2.42
H13 2.13 -0.83 3.82
H14 0.71 -0.05 3.42
H15 1.85 -1.41 -1.08
H16 0.39 -3.64 2.07
H17 1.60 -3.25 3.41
H18 -1.37 2.24 0.53
H19 0.41 -1.23 1.45

***

Entry 3:
Below is a structure of composition C51H78Br3F9N2O13PS at a distorted geometry, with properties calculated with wB97M-V/def2-TZVPD.

## Properties
E_LUMO	-5.1	eV
net charge	+1
E_tot	-338414.2501	eV

CARTESIAN COORDINATES (ANGSTROEM)
C1 4.00 0.52 3.88
C2 2.93 0.02 3.27
C3 1.77 -0.56 2.25
C4 0.87 -1.00 3.56
C5 0.29 0.13 4.54
O1 -0.88 0.66 4.46
Br1 1.26 0.82 6.19
C6 1.09 0.57 1.21
C7 0.44 1.83 1.91
Br2 1.71 2.94 3.10
C8 -0.76 2.57 1.94
C9 -1.07 3.91 2.83
Br3 -2.24 2.12 0.82
C10 2.17 1.62 0.49
C11 3.71 1.64 0.60
C12 4.64 2.74 -0.07
C13 3.85 3.85 -0.86
N1 2.44 3.92 -0.95
C14 1.65 2.91 -0.34
C15 0.45 -0.58 0.18
C16 0.22 0.11 -1.27
O2 -0.66 1.22 -1.49
O3 -1.33 1.11 -2.66
C17 -1.01 -1.07 0.58
F1 -1.52 -0.52 1.85
F2 -2.09 -0.71 -0.38
C18 -1.60 -2.53 0.79
C19 -1.98 -3.21 2.20
C20 -2.63 -4.63 2.35
C21 -3.01 -5.48 1.10
C22 -2.76 -4.85 -0.31
C23 -3.22 -5.68 -1.61
F3 -4.37 -6.48 -1.20
F4 -2.19 -6.47 -2.22
F5 -3.78 -4.70 -2.53
C24 -2.10 -3.46 -0.43
N2 1.60 -1.65 0.03
C25 1.04 -2.89 -0.69
C26 0.71 -3.12 -2.07
P1 2.79 -1.39 -1.36
S1 3.92 -2.86 -1.90
C27 2.31 -1.92 1.41
C28 1.81 -3.35 2.07
C29 2.31 -3.94 3.42
C30 1.17 -4.87 4.15
F6 0.63 -5.74 3.11
C31 3.88 -2.24 1.45
F7 4.26 -3.60 1.06
F8 4.51 -2.26 2.77
F9 4.84 -1.42 0.80
H1 4.60 0.92 4.79
H2 1.58 -1.54 4.32
H3 0.04 -1.73 3.35
H4 -0.40 4.80 2.49
H5 -2.15 4.26 2.73
H6 -0.92 3.67 3.96
H7 4.26 0.85 1.21
H8 5.79 2.69 0.05
H9 4.50 4.66 -1.38
H10 0.51 3.13 -0.45
H11 -0.12 -0.63 -2.11
H12 1.17 0.63 -1.73
H13 -2.15 1.66 -2.54
H14 -1.79 -2.66 3.18
H15 -2.86 -5.08 3.40
H16 -3.49 -6.53 1.20
H17 -1.95 -3.03 -1.50
H18 0.56 -3.80 -0.14
H19 -0.17 -2.69 -2.68
H20 1.35 -3.92 -2.63
H21 2.20 -1.01 -2.61
H22 3.70 -0.31 -1.12
H23 0.66 -3.28 2.07
H24 1.98 -4.25 1.34
H25 2.76 -3.27 4.24
H26 3.17 -4.72 3.23
H27 1.78 -5.57 4.85
H28 0.38 -4.25 4.71
C32 1.21 -3.43 10.89
O4 0.61 -2.90 9.71
C33 -0.48 -2.03 10.00
C34 -0.07 -0.57 9.86
O5 0.87 -0.19 10.86
C35 2.20 -0.13 10.36
H29 2.15 -3.91 10.61
H30 1.43 -2.64 11.62
H31 0.55 -4.18 11.34
H32 -0.88 -2.23 11.00
H33 -1.26 -2.25 9.27
H34 -0.96 0.06 10.00
H35 0.32 -0.37 8.85
H36 2.31 0.76 9.73
H37 2.45 -1.03 9.79
H38 2.88 -0.05 11.21
C36 6.73 -1.03 -3.61
O6 5.72 -1.18 -4.61
C37 5.40 0.07 -5.24
C38 6.05 0.18 -6.61
O7 7.47 0.28 -6.50
C39 8.12 -0.95 -6.81
H39 7.07 -2.03 -3.33
H40 7.59 -0.47 -3.98
H41 6.31 -0.54 -2.73
H42 5.68 0.91 -4.60
H43 4.31 0.09 -5.36
H44 5.71 1.10 -7.09
H45 5.76 -0.66 -7.25
H46 8.08 -1.14 -7.89
H47 7.67 -1.79 -6.27
H48 9.16 -0.87 -6.50
C40 -4.59 4.80 0.45
O8 -3.50 5.71 0.38
C41 -2.75 5.56 -0.83
C42 -3.10 6.66 -1.83
O9 -4.44 6.53 -2.31
C43 -5.33 7.45 -1.68
H49 -5.23 5.09 1.29
H50 -5.19 4.80 -0.46
H51 -4.21 3.79 0.64
H52 -2.91 4.57 -1.27
H53 -1.70 5.65 -0.56
H54 -2.44 6.56 -2.70
H55 -2.94 7.65 -1.40
H56 -5.15 8.45 -2.08
H57 -5.22 7.45 -0.60
H58 -6.35 7.15 -1.93
C44 -9.44 2.37 -2.43
O10 -8.52 2.22 -3.51
C45 -7.38 3.07 -3.36
C46 -6.16 2.29 -2.88
O11 -6.35 1.83 -1.54
C47 -6.69 0.45 -1.48
H59 -10.17 1.56 -2.49
H60 -8.94 2.30 -1.46
H61 -9.96 3.32 -2.52
H62 -7.60 3.91 -2.70
H63 -7.16 3.48 -4.36
H64 -5.30 2.95 -2.87
H65 -5.94 1.45 -3.55
H66 -5.80 -0.16 -1.71
H67 -7.49 0.20 -2.17
H68 -7.02 0.22 -0.47
C48 0.86 1.49 -6.12
O12 0.65 0.73 -7.30
C49 1.59 -0.33 -7.44
C50 0.97 -1.67 -7.06
O13 0.68 -1.73 -5.66
C51 -0.70 -1.54 -5.40
H69 -0.01 2.14 -5.97
H70 0.96 0.85 -5.24
H71 1.75 2.12 -6.23
H72 2.49 -0.13 -6.85
H73 1.88 -0.36 -8.50
H74 1.70 -2.46 -7.27
H75 0.08 -1.87 -7.66
H76 -1.26 -2.43 -5.69
H77 -1.10 -0.67 -5.92
H78 -0.82 -1.38 -4.32

***

Entry 4:
Below is a structure of composition C33H33N4O2RuS3, with properties calculated with wB97M-V/def2-TZVPD.

## Properties
E_LUMO (spin up / spin down)	-6.5 / -7.5	eV
net charge	+2
spin multiplicity	2
E_tot	-79886.0153	eV
expectation value of S²	0.77

CARTESIAN COORDINATES (ANGSTROEM)
Ru1 0.67 -0.70 0.25
C1 -2.98 -1.96 -1.58
C2 -3.08 -2.21 -0.08
C3 -4.00 -1.17 0.55
C4 -1.75 -2.35 0.64
C5 -0.68 -3.09 0.14
C6 0.47 -3.33 0.89
C7 0.50 -3.04 2.27
C8 1.66 -3.45 3.13
C9 -0.60 -2.38 2.80
C10 -1.63 -1.95 1.99
H1 -3.98 -1.97 -2.02
H2 -2.41 -2.74 -2.10
H3 -2.53 -0.99 -1.79
H4 -3.56 -3.19 0.05
H5 -3.52 -0.18 0.57
H6 -4.31 -1.43 1.56
H7 -4.91 -1.08 -0.04
H8 -0.76 -3.57 -0.83
H9 1.28 -3.92 0.47
H10 1.44 -4.40 3.61
H11 1.85 -2.72 3.91
H12 2.57 -3.58 2.54
H13 -0.63 -2.16 3.86
H14 -2.45 -1.40 2.42
C11 2.95 -2.22 -2.24
C12 3.40 -1.35 -1.12
N1 2.67 -0.89 -0.11
C13 3.45 -0.24 0.84
C14 4.75 -0.13 0.50
S1 5.04 -0.92 -0.98
C15 2.79 0.10 2.09
C16 3.38 0.62 3.18
S2 2.23 0.85 4.41
C17 1.01 0.23 3.38
N2 1.43 -0.17 2.20
C18 -1.28 0.95 3.23
H15 2.09 -2.79 -1.93
H16 3.75 -2.91 -2.50
H17 2.71 -1.64 -3.13
H18 5.54 0.33 1.06
H19 4.42 0.87 3.32
H20 -1.25 1.99 3.54
H21 -2.19 0.49 3.58
H22 -1.19 0.87 2.15
O1 -0.21 0.24 3.89
S3 0.72 2.40 1.07
O2 1.93 3.20 0.82
N3 0.61 1.17 -0.13
C19 0.67 1.54 -1.50
C20 0.91 2.80 -1.98
C21 0.85 3.05 -3.37
C22 0.55 2.05 -4.25
C23 0.34 0.73 -3.77
C24 0.05 -0.35 -4.62
C25 -0.11 -1.60 -4.08
C26 0.02 -1.76 -2.69
N4 0.27 -0.77 -1.86
C27 0.42 0.49 -2.39
C28 -0.70 3.38 0.57
C29 -1.89 2.78 0.16
C30 -2.99 3.59 -0.09
C31 -2.89 4.97 0.08
C32 -1.70 5.54 0.50
C33 -0.59 4.75 0.76
H23 1.16 3.61 -1.32
H24 1.04 4.06 -3.72
H25 0.50 2.24 -5.31
H26 -0.02 -0.19 -5.68
H27 -0.33 -2.46 -4.69
H28 -0.06 -2.75 -2.28
H29 -1.95 1.71 0.00
H30 -3.91 3.15 -0.43
H31 -3.76 5.59 -0.11
H32 -1.64 6.61 0.63
H33 0.34 5.18 1.08

***

Entry 5:
Below is an isolated molecule of C4H9N, with properties calculated with wB97M-V/def2-TZVPD.

## Properties
E_LUMO	1.1	eV
E_tot	-5783.1607	eV
ΔE to the lowest compared entry with this formula, charge and spin	15.0	kcal/mol

CARTESIAN COORDINATES (ANGSTROEM)
C1 -0.37 1.50 -0.02
C2 -0.08 0.02 0.00
C3 1.23 -0.34 0.67
C4 -0.62 -0.86 -1.05
H1 -1.35 1.66 -0.49
H2 -0.39 1.89 1.00
H3 0.38 2.05 -0.58
H4 1.27 0.05 1.70
H5 1.39 -1.43 0.71
H6 2.08 0.09 0.14
H7 -1.24 -0.47 -1.85
H8 -0.06 -1.76 -1.33
H9 -1.00 -1.61 0.83
N1 -1.25 -0.80 0.28